{
  "formula": "C10H40BCrF4O10",
  "method": "ωB97M-V/def2-TZVPD",
  "species": ["Cr", "B", "F", "F", "F", "F", "C", "O", "H", "H", "H", "H", "C", "O", "H", "H", "H", "H", "C", "O", "H", "H", "H", "H", "C", "O", "H", "H", "H", "H", "C", "O", "H", "H", "H", "H", "C", "O", "H", "H", "H", "H", "C", "O", "H", "H", "H", "H", "C", "O", "H", "H", "H", "H", "C", "O", "H", "H", "H", "H", "C", "O", "H", "H", "H", "H"],
  "coordinates": [[13.5320, 10.3490, 19.0720], [15.1250, 11.4260, 21.8140], [14.7960, 10.3520, 22.6830], [15.0030, 12.6930, 22.4200], [16.4330, 11.3200, 21.3440], [14.1800, 11.2970, 20.7790], [14.8010, 7.3090, 23.7890], [13.8680, 6.5350, 23.1880], [14.8750, 6.8150, 24.7030], [14.2550, 8.2520, 23.8770], [15.6970, 7.3980, 23.2240], [14.4260, 6.0840, 22.4920], [12.1460, 8.9530, 21.5000], [12.0880, 9.7890, 20.3540], [11.7270, 9.2890, 22.4220], [13.1750, 8.6270, 21.7380], [11.6860, 8.0350, 21.2170], [11.1150, 9.9480, 20.3000], [15.1320, 11.5270, 16.9070], [15.2040, 10.8450, 18.0930], [15.1980, 10.8510, 16.0410], [15.9200, 12.2650, 16.8450], [14.1060, 11.9370, 16.8020], [16.1170, 10.5860, 18.1640], [12.1390, 11.3130, 24.2860], [10.8140, 11.0440, 24.0280], [12.4290, 11.8740, 25.2170], [12.5780, 11.9960, 23.5790], [12.7820, 10.4710, 24.0560], [10.3070, 10.9090, 24.8310], [15.3400, 8.0730, 20.1220], [14.2810, 8.4410, 19.2640], [15.6090, 8.8920, 20.7650], [16.3070, 7.6810, 19.6900], [15.0640, 7.2290, 20.8420], [14.1140, 7.5070, 19.0090], [10.7690, 12.8490, 21.2730], [9.9720, 11.7150, 21.6030], [10.6430, 13.5570, 22.0760], [10.4590, 13.3500, 20.3970], [11.8340, 12.5820, 21.1410], [10.4180, 11.4520, 22.4720], [18.5100, 8.6240, 21.8230], [18.7270, 9.7190, 20.9510], [18.7390, 8.8450, 22.8950], [19.1950, 7.9430, 21.4650], [17.5300, 8.2010, 21.6900], [17.9970, 10.3090, 21.1240], [11.3880, 12.3810, 18.1390], [12.7360, 12.2350, 18.5870], [10.9070, 13.2930, 18.3260], [10.6970, 11.6180, 18.4350], [11.5020, 12.3120, 17.0500], [13.2300, 13.0600, 18.3750], [17.7140, 13.0860, 18.7070], [16.9980, 14.3180, 18.5830], [17.2250, 12.3270, 19.2210], [18.6820, 13.1330, 19.3180], [17.9480, 12.5940, 17.7640], [17.4390, 14.7780, 17.9000], [13.9500, 14.5570, 19.8980], [14.3670, 14.3720, 18.5760], [13.8320, 15.5990, 20.2340], [14.6740, 14.1700, 20.5760], [12.9420, 14.1780, 20.0150], [15.2560, 14.1910, 18.5640]],
  "forces_ev_per_a": [[-0.4047, 0.0988, 0.2388], [0.4174, 0.7027, 2.4739], [0.5054, 0.5205, -0.2962], [-0.3363, -1.0186, -0.4041], [-0.0672, -0.4436, -0.5872], [-0.0223, 0.5662, -0.6389], [-0.9643, 2.3230, 1.1819], [-0.6545, -3.2962, -4.7572], [1.4146, 0.0864, 2.1807], [1.0807, 0.5537, 0.5776], [0.9815, 0.3214, -0.1323], [-1.8525, -0.0473, 1.0381], [2.0997, -2.2142, 0.3685], [-2.1394, 0.6726, 0.0719], [-0.5618, 1.0331, 0.1849], [-0.3000, 0.7441, -0.3179], [-0.7299, -0.8075, 0.0045], [0.8045, 0.6714, -0.3348], [-1.4649, 0.9021, -3.2225], [0.2328, -0.6596, 1.1091], [0.3566, -0.0122, 0.2308], [-0.1674, 0.4294, -0.0770], [0.9912, 0.2536, 0.1679], [0.5205, -0.6279, 0.8775], [2.8474, 1.0907, 0.4928], [-1.1531, -0.0340, 0.1023], [-0.8001, -1.1729, -0.2980], [-0.5257, 0.7271, -0.9121], [0.0435, -0.6365, 0.8991], [-0.0291, -0.0176, 0.0297], [2.4656, -1.2343, 2.7925], [0.4987, -2.5272, -0.4829], [0.0158, 0.5101, 0.1623], [-1.1963, 0.7136, -0.5569], [-0.2624, 1.1400, -1.0160], [-1.3017, 1.2579, -0.9444], [0.5191, -0.4539, 0.9177], [1.3980, -0.4811, 0.4013], [0.3901, 0.5328, 0.3440], [-0.7492, 0.2290, -1.0437], [-0.2982, 0.1167, 0.1930], [-1.5122, -0.0555, -1.0343], [0.1636, 1.3305, 0.7227], [-0.3942, 0.1036, 0.0888], [-0.3987, -0.0488, -0.7703], [1.5006, -1.9734, -0.3033], [-0.6668, -0.1562, 0.2729], [-0.1943, 0.7260, 0.0060], [0.6721, -0.8350, -2.6613], [-0.7460, -0.6410, 0.8312], [-0.0725, 1.5380, 0.7394], [0.1558, -0.7537, 0.6511], [-0.6906, 0.0013, -0.0533], [0.6919, 0.1359, 0.2062], [2.6249, 0.2832, 0.3066], [-0.0522, -1.9368, 1.0536], [-1.8571, -0.7388, 1.3224], [-1.1248, 0.5723, -1.0209], [0.2438, 0.5308, -0.5086], [0.5944, 1.1716, -1.0729], [-0.5626, 1.5448, 1.0472], [-4.3250, 0.3467, -0.9463], [0.3059, 0.1805, -0.7551], [0.1621, -0.8675, 0.6923], [0.0737, -0.5793, 0.2938], [3.8059, -0.3915, -0.1268]],
  "total_energy_ha": -2625.9988,
  "spin_multiplicity": 5,
  "de_lowest_kj_mol": 0.00,
  "total_charge": 1,
  "lumo_ha": [-0.1158, -0.1284],
  "homo_energy_ev": [-12.5, -12.5]
}